(1)
Here is C32H33FN2O4PSSiTi as an isolated structure from the OMol25 dataset. Energies are from wB97M-V/def2-TZVPD.

Structure (XYZ):
```
76
C32H33FN2O4PSSiTi, DFT wB97M-V/def2-TZVPD
Ti 0.030 1.184 0.088
O -3.781 1.924 1.722
C -2.808 1.276 1.416
O -1.754 1.757 0.813
C -2.755 -0.233 1.684
P -1.001 -0.722 1.719
C -0.948 -2.501 1.362
C -2.071 -3.273 1.085
C -1.930 -4.601 0.698
C -0.669 -5.165 0.587
C 0.459 -4.403 0.870
C 0.321 -3.079 1.251
C -0.547 -0.561 3.475
C -0.419 0.738 3.972
C -0.077 0.947 5.299
C 0.152 -0.136 6.136
C 0.033 -1.428 5.646
C -0.318 -1.642 4.320
H -3.232 -0.704 0.820
H -3.322 -0.484 2.578
H -3.061 -2.846 1.170
H -2.810 -5.194 0.484
H -0.562 -6.198 0.284
H 1.446 -4.842 0.788
H 1.198 -2.478 1.466
H -0.585 1.588 3.318
H 0.013 1.957 5.677
H 0.425 0.026 7.171
H 0.209 -2.274 6.298
H -0.414 -2.653 3.946
C 4.467 1.269 -1.241
Si 2.878 0.338 -1.605
C 2.959 -1.164 -0.483
C 2.899 -0.386 -3.343
N 1.461 1.347 -1.407
C 1.246 2.340 -2.359
C 2.145 2.799 -3.336
C 1.797 3.797 -4.237
C 0.548 4.397 -4.209
C -0.366 3.992 -3.243
C 0.022 3.005 -2.380
F -0.853 2.613 -1.386
H 5.322 0.593 -1.332
H 4.433 1.624 -0.207
H 4.649 2.133 -1.876
H 3.617 -1.889 -0.970
H 2.007 -1.658 -0.294
H 3.377 -0.907 0.489
H 3.884 -0.807 -3.565
H 2.649 0.328 -4.126
H 2.178 -1.206 -3.407
H 3.136 2.377 -3.389
H 2.527 4.113 -4.972
H 0.289 5.175 -4.913
H -1.349 4.434 -3.149
C 2.840 2.019 2.787
C 1.766 1.721 1.789
O 1.632 0.542 1.334
O 0.970 2.611 1.380
H 2.670 1.409 3.675
H 2.838 3.073 3.049
H 3.806 1.735 2.370
S -1.491 -2.496 -2.627
C -0.544 -1.390 -1.733
N -1.107 -0.280 -1.373
C -2.426 -0.231 -1.842
C -3.334 0.822 -1.696
C -4.602 0.673 -2.212
C -4.988 -0.495 -2.885
C -4.099 -1.532 -3.059
C -2.816 -1.385 -2.533
H 0.477 -1.628 -1.483
H -3.050 1.729 -1.182
H -5.312 1.480 -2.092
H -5.992 -0.580 -3.279
H -4.381 -2.432 -3.589
```

Calculated values
* electronic energy: -3628.30126 hartree
* Kohn-Sham gap (alpha / beta): 7.752 / 7.795 eV
* largest force on an atom: 0.26 eV/Å
* multiplicity: 2
* LUMO (alpha / beta): 0.14 / 0.18 eV
* relative energy (zero: lowest compared OMol25 entry of this formula, charge and spin): 16.4 kJ/mol

Formally, the Löwdin partial charges of the atoms, in units of the elementary charge, are as follows: 1.02 0.08 -0.69 -0.22 -0.21 1.09 -0.37 -0.08 -0.08 -0.08 -0.07 -0.12 -0.32 -0.09 -0.07 -0.08 -0.08 -0.07 0.08 0.11 0.10 0.11 0.10 0.11 0.10 0.11 0.11 0.10 0.10 0.10 -0.15 0.42 -0.17 -0.16 -0.15 -0.29 -0.05 -0.09 -0.10 -0.01 -0.19 -0.02 0.04 0.02 0.02 0.04 -0.02 0.03 0.04 0.02 0.02 0.08 0.10 0.10 0.12 0.03 -0.68 -0.17 -0.05 0.09 0.09 0.08 1.10 -0.45 -0.02 -0.28 -0.01 -0.05 -0.08 -0.09 -0.46 0.06 0.10 0.11 0.11 0.11

(2)
Here is C32H33FN8O7Ti as an isolated structure in a non-equilibrium geometry from the OMol25 dataset. Energies are from wB97M-V/def2-TZVPD.

Structure (XYZ):
```
82
C32H33FN8O7Ti, DFT wB97M-V/def2-TZVPD
Ti -0.151 -0.199 -0.176
O 2.457 3.073 0.415
C 1.967 1.973 0.166
N 0.694 1.586 0.430
C -0.131 2.498 1.049
O 0.208 3.325 1.900
C -1.494 2.404 0.522
C -2.456 3.380 0.795
C -3.648 3.345 0.107
C -3.828 2.339 -0.844
C -2.842 1.388 -1.025
N -1.691 1.393 -0.354
C 2.782 0.901 -0.455
C 4.142 1.092 -0.694
C 4.885 0.010 -1.126
C 4.239 -1.204 -1.328
C 2.867 -1.275 -1.140
N 2.152 -0.251 -0.690
H -2.223 4.151 1.512
H -4.421 4.074 0.287
H -4.730 2.303 -1.432
H -2.988 0.597 -1.750
H 4.569 2.072 -0.531
H 5.946 0.101 -1.290
H 4.785 -2.079 -1.637
H 2.314 -2.185 -1.330
N -0.502 -0.389 2.091
C 0.842 -0.788 2.511
C 0.945 -1.354 3.934
C 0.946 -0.280 5.030
C 2.329 0.311 5.363
N 2.994 1.016 4.277
C 2.607 2.180 3.744
N 1.497 2.794 4.131
N 3.368 2.782 2.836
C 1.314 -1.850 1.457
O 2.300 -2.515 1.695
O 0.588 -1.880 0.410
H -0.925 0.275 2.741
H -1.094 -1.228 2.087
H 1.516 0.076 2.404
H 1.851 -1.960 3.992
H 0.099 -2.028 4.094
H 0.576 -0.718 5.960
H 0.239 0.502 4.742
H 2.992 -0.505 5.655
H 2.233 0.982 6.225
H 3.857 0.615 3.943
H 0.910 2.374 4.828
H 1.049 3.406 3.442
H 4.195 2.335 2.484
H 2.942 3.460 2.202
C -4.980 -1.932 -5.221
C -3.576 -2.177 -5.780
C -3.411 -1.411 -7.090
C -1.987 -1.532 -7.609
C -1.063 -0.962 -6.578
C 0.107 -0.317 -6.939
C 0.958 0.189 -5.965
F 2.094 0.794 -6.344
C 0.668 0.072 -4.627
C -0.514 -0.579 -4.243
C -0.812 -0.727 -2.839
O -0.070 -0.156 -1.958
C -1.935 -1.535 -2.509
C -2.742 -2.010 -3.511
N -2.551 -1.750 -4.817
C -1.395 -1.100 -5.221
C -2.369 -1.803 -1.078
O -3.320 -2.533 -0.874
O -1.734 -1.158 -0.162
H -5.692 -1.934 -6.042
H -5.020 -0.958 -4.737
H -5.298 -2.693 -4.512
H -3.430 -3.249 -5.965
H -3.646 -0.358 -6.920
H -4.123 -1.802 -7.816
H -1.880 -1.004 -8.554
H -1.736 -2.581 -7.789
H 0.373 -0.212 -7.978
H 1.338 0.448 -3.866
H -3.591 -2.611 -3.218
```

Calculated values
* electronic energy: -3153.39211 hartree
* charge: +1
* Kohn-Sham gap (alpha / beta): 5.689 / 8.175 eV
* largest force on an atom: 5.26 eV/Å
* multiplicity: 2
* LUMO (alpha / beta): -2.87 / -2.91 eV
* relative energy (zero: lowest compared OMol25 entry of this formula, charge and spin): 156.3 kJ/mol

Formally, the Löwdin partial charges of the atoms, in units of the elementary charge, are as follows: 0.98 0.03 -0.41 0.04 -0.38 0.05 -0.16 0.03 -0.02 -0.01 -0.06 0.07 -0.17 0.01 -0.03 -0.01 -0.08 0.06 0.12 0.12 0.11 0.12 0.12 0.11 0.11 0.13 0.04 -0.28 -0.13 -0.17 -0.16 0.09 -0.44 0.22 0.22 -0.61 0.08 -0.13 0.11 0.12 0.13 0.12 0.13 0.12 0.09 0.13 0.13 0.16 0.11 0.10 0.13 0.11 -0.03 -0.30 -0.14 -0.12 -0.13 0.07 -0.25 0.08 0.09 -0.03 -0.22 -0.10 -0.02 0.05 0.04 -0.06 -0.55 0.09 -0.13 0.09 0.10 0.08 0.16 0.14 0.13 0.13 0.14 0.14 0.13 0.14

(3)
Here is C32H33FNO2Pd as an isolated structure from the OMol25 dataset. Energies are from wB97M-V/def2-TZVPD.

Structure (XYZ):
```
70
C32H33FNO2Pd, DFT wB97M-V/def2-TZVPD
Pd -0.392 0.000 -0.964
C -3.205 -1.048 3.184
C -2.492 -0.198 2.129
C -3.324 1.033 1.765
C -1.098 0.195 2.587
C -0.980 1.015 3.703
C 0.258 1.422 4.163
C 1.392 0.999 3.494
C 1.326 0.167 2.378
C 2.651 -0.200 1.736
C 2.839 -1.689 1.453
C 2.900 0.659 0.496
C 0.062 -0.246 1.909
N -0.126 -1.095 0.778
C -0.443 -2.385 1.088
C -0.141 -2.975 2.339
C -0.449 -4.289 2.651
C -1.094 -5.111 1.741
C -1.445 -4.562 0.512
C -1.138 -3.255 0.218
F -1.605 -2.778 -0.966
H -4.163 -1.405 2.799
H -3.405 -0.464 4.087
H -2.605 -1.915 3.461
H -2.386 -0.802 1.228
H -3.474 1.677 2.636
H -4.310 0.728 1.406
H -2.835 1.621 0.987
H -1.877 1.346 4.214
H 0.340 2.065 5.031
H 2.370 1.313 3.843
H 3.416 0.074 2.471
H 2.211 -2.015 0.627
H 2.586 -2.291 2.327
H 3.882 -1.885 1.191
H 2.105 0.513 -0.234
H 3.849 0.397 0.022
H 2.918 1.718 0.761
H 0.362 -2.367 3.079
H -0.174 -4.671 3.628
H -1.338 -6.138 1.978
H -1.988 -5.132 -0.233
O -0.768 1.364 -2.437
C -1.351 2.333 -1.848
O -1.589 2.358 -0.638
C -1.783 3.477 -2.730
C -2.660 4.430 -2.228
C -3.071 5.490 -3.023
C -2.595 5.608 -4.322
C -1.713 4.660 -4.825
C -1.313 3.594 -4.033
H -3.003 4.321 -1.207
H -3.761 6.226 -2.630
H -2.910 6.438 -4.942
H -1.339 4.752 -5.837
H -0.639 2.836 -4.410
C 0.431 -1.121 -2.412
C 1.915 -1.108 -2.481
C 2.590 -0.012 -3.028
C 3.970 0.005 -3.126
C 4.718 -1.079 -2.678
C 4.063 -2.176 -2.137
C 2.678 -2.188 -2.042
H 0.050 -2.134 -2.312
H 0.020 -0.663 -3.314
H 2.007 0.839 -3.364
H 4.470 0.869 -3.549
H 5.798 -1.067 -2.751
H 4.632 -3.027 -1.782
H 2.172 -3.049 -1.619
```

Calculated values
* electronic energy: -1672.27725 hartree
* charge: -1
* Kohn-Sham gap: 6.995 eV
* largest force on an atom: 0.47 eV/Å
* LUMO: 2.93 eV
* relative energy (zero: lowest compared OMol25 entry of this formula, charge and spin): 0.0 kJ/mol

Formally, the Löwdin partial charges of the atoms, in units of the elementary charge, are as follows: 0.92 -0.06 -0.37 -0.06 -0.13 -0.05 -0.09 -0.05 -0.14 -0.36 -0.06 -0.05 -0.20 -0.07 -0.26 -0.05 -0.12 -0.13 -0.05 -0.23 0.01 0.07 0.07 0.07 0.11 0.07 0.08 0.05 0.10 0.09 0.10 0.12 0.05 0.07 0.08 0.04 0.07 0.08 0.11 0.09 0.08 0.11 -0.15 -0.61 -0.02 -0.13 -0.03 -0.09 -0.11 -0.09 -0.03 0.11 0.09 0.09 0.09 0.11 -0.19 -0.30 -0.06 -0.10 -0.12 -0.10 -0.07 0.05 0.05 0.11 0.09 0.09 0.10 0.11

Question: Which formula does entry 1 have?
Answer: C32H33FN2O4PSSiTi